This record from OMol25 describes a structure of composition C4H4O6Tb. The level of theory is ωB97M-V/def2-TZVPD.

Calculated values
charge = +2
multiplicity = 8
gap between HOMO and LUMO (spin up / spin down) = 0.27500 / 0.25131 hartree
ΔE to the lowest compared entry with this formula, charge and spin = 37.2 kcal per mole
total energy = -1429.9364 hartree
⟨S²⟩ = 16.47

CARTESIAN COORDINATES (ANGSTROEM)
1 O 1.580 -1.463 0.526
2 C 1.737 -0.531 -0.371
3 O 1.001 -0.468 -1.361
4 O 2.301 0.533 0.132
5 Tb -1.294 -0.549 -1.835
6 O -1.686 2.382 0.888
7 C -2.237 1.339 0.463
8 C 1.638 -0.961 1.883
9 O -3.364 1.519 -0.075
10 O -1.559 0.260 0.249
11 C 1.814 0.548 1.692
12 H 2.484 -1.440 2.381
13 H 0.718 -1.242 2.404
14 H 2.747 0.916 2.132
15 H 1.116 1.153 2.277

***

This record from OMol25 describes a cluster of 2 separate species, C5H11NO2 in total. The level of theory is ωB97M-V/def2-TZVPD.

Calculated values
multiplicity = 1
gap between HOMO and LUMO = 0.37417 hartree
ΔE to the lowest compared entry with this formula, charge and spin = 20.5 kcal per mole
total energy = -402.3455 hartree

CARTESIAN COORDINATES (ANGSTROEM)
1 C -0.280 0.423 3.523
2 C -0.215 0.570 2.029
3 O -0.311 1.628 1.440
4 O -0.081 -0.585 1.396
5 H -1.297 0.150 3.800
6 H -0.014 1.357 4.006
7 H 0.382 -0.374 3.852
8 H 0.075 -0.448 0.382
9 C -0.568 -1.048 -2.741
10 C -0.237 0.035 -1.769
11 C 1.316 0.018 -1.326
12 N -1.117 0.726 -1.223
13 H -1.635 -1.034 -2.952
14 H 0.002 -0.904 -3.657
15 H -0.292 -2.022 -2.336
16 H 1.658 -0.991 -1.096
17 H 1.834 0.316 -2.237
18 H 1.595 0.787 -0.606
19 H -0.815 1.395 -0.486